Here is C34H30Cl6F4MoN4O2S as an isolated structure in a non-equilibrium geometry from the Open Molecules 2025 dataset. Energies are from the ωB97M-V functional and the def2-TZVPD basis.

```
! RIJCOSX wB97M-V def2-TZVPD def2/J DEFGRID3
* xyz 2 1
C 4.533 -1.531 -0.288
H -0.109 1.362 0.686
H 1.420 -6.800 2.137
H 7.764 -2.275 -0.845
C 4.497 -1.425 1.086
C -0.198 5.549 0.020
N 0.820 -0.249 -0.962
H -2.114 2.762 -2.601
S -0.223 5.354 1.719
C 0.327 -4.201 0.247
C 5.670 -1.816 -1.001
Cl -2.109 3.481 3.039
C -2.989 3.036 -0.055
Cl 2.247 -4.000 2.064
C -0.386 -0.296 2.614
C 1.059 -4.909 1.181
H -1.392 -1.884 3.621
Cl -1.551 -3.942 -1.666
C -6.507 1.608 -2.597
H -0.651 0.444 3.371
H -2.188 0.655 -3.826
C -1.890 3.972 0.329
C 0.708 1.471 1.389
H 0.478 6.258 -0.432
H -2.806 -0.193 -2.395
H -7.327 1.018 -2.213
H 0.345 2.114 2.192
O -2.502 1.884 -0.777
C -6.733 2.589 -3.549
O 0.594 -2.858 0.103
H -1.127 -0.203 1.818
H -1.305 4.791 -1.658
C 6.849 -2.041 -0.318
C 0.848 -6.249 1.404
H 3.967 -0.425 3.498
H -3.737 3.556 -0.657
C 1.376 0.413 -2.053
N 3.238 -1.078 1.603
H 2.433 0.575 -2.161
C -4.142 2.137 -2.613
H 2.419 1.289 2.969
F 5.677 -1.800 3.107
C -2.706 1.942 -2.175
Cl -0.432 -8.546 0.884
C 6.819 -2.008 1.064
F 3.291 -1.417 -0.892
Cl -5.019 0.132 -0.944
H -5.878 4.112 -4.788
H 1.559 2.861 0.023
C 0.371 0.794 -2.871
H -1.631 -6.692 -0.883
C 1.918 2.114 0.732
C -0.499 -0.269 -1.165
C 1.977 0.307 3.109
H -0.219 -2.473 2.468
C 3.041 -0.752 3.031
C -0.644 -4.833 -0.501
H 2.559 2.629 1.448
C -2.180 0.629 -2.739
C -0.875 -6.182 -0.303
C -0.402 -1.689 3.208
C -1.131 4.772 -0.590
H -3.489 2.654 0.832
H 2.718 -1.648 3.565
F 7.915 -2.268 1.761
N -0.804 0.338 -2.301
C -5.218 1.389 -2.143
H 0.386 1.331 -3.805
Cl -8.340 2.863 -4.108
H -1.242 -0.698 -0.513
H 1.498 0.298 4.088
F 5.605 -1.891 -2.326
C -5.689 3.348 -4.047
C -0.132 -6.875 0.643
C -4.411 3.115 -3.567
C -1.481 4.202 1.607
C 5.657 -1.737 1.773
H 2.544 1.409 0.185
N 0.937 0.123 2.033
H 0.320 -1.811 4.018
H -3.592 3.720 -3.943
Mo 1.613 -1.441 0.604
*
```

Computed properties:
strongest force on any atom	1.4	eV/A
frontier orbital gap (spin up / spin down)	0.2289 / 0.2313	Eh
HOMO (spin up / spin down)	-13.2 / -13.2	eV
E_LUMO (spin up / spin down)	-0.257 / -0.254	Eh

Here is a 4-piece molecular cluster, C26H29F9O14 overall in a non-equilibrium geometry from the Open Molecules 2025 dataset. Energies are from the ωB97M-V functional and the def2-TZVPD basis.

```
! RIJCOSX wB97M-V def2-TZVPD def2/J DEFGRID3
* xyz 0 1
H -0.700 3.658 -3.461
C -2.242 -4.091 -6.785
H -2.534 1.594 4.961
H -0.301 -1.009 1.859
C -3.159 -0.251 3.774
F 4.100 -0.272 0.581
O -2.177 -3.048 -5.897
C 1.269 -4.348 0.591
C 2.241 -1.944 0.440
H 0.150 2.672 8.278
C 0.744 0.314 6.290
O 0.514 -5.377 1.048
O -0.145 1.022 7.051
H 0.126 -2.860 -7.347
C 1.921 1.924 7.279
O -3.276 -4.542 -7.246
C 1.090 -2.728 0.959
C 0.215 3.507 -4.044
H 0.720 1.100 8.902
C -0.412 -1.647 -5.001
H 1.738 6.099 -3.844
H -2.800 -0.897 1.082
F 2.885 1.871 -0.650
F 0.509 2.288 -1.537
H -4.797 -2.184 2.618
F -1.726 -0.023 -1.294
C -3.645 -2.404 2.729
H 3.267 1.255 8.843
O -0.990 -4.553 -7.086
C 0.562 0.929 -0.874
C 2.141 0.561 -0.736
H 0.640 -1.635 -4.698
O 0.437 -0.561 5.500
C 3.163 -3.121 -0.283
H -1.267 1.103 3.596
H 1.857 2.752 6.562
O 2.450 -4.420 -0.286
F -0.413 0.491 -3.219
F 2.671 -0.092 -1.992
C -2.930 -2.044 1.280
C -0.211 -2.172 1.783
H -1.703 -3.983 1.466
C -0.083 -3.599 -6.565
F 0.085 -1.482 -1.830
H -1.325 -2.929 -0.103
O -0.610 5.009 -5.760
H 2.982 3.013 8.820
C 3.111 2.124 8.194
H -3.545 -3.575 2.879
C -1.541 -2.889 1.069
H 0.056 2.607 -4.648
O 2.030 0.718 6.540
C -0.320 -0.059 -1.846
H 1.352 4.471 -5.596
C -0.530 6.356 -6.002
O -4.188 0.365 3.135
H 1.046 3.321 -3.357
H 0.025 6.103 -3.343
O 4.410 -2.986 -0.779
C -0.848 -3.041 -5.404
O -3.027 -1.721 3.884
C 2.587 -0.314 0.566
F -0.189 1.081 0.390
C 0.503 4.695 -4.939
C 0.627 1.726 8.007
O -1.186 6.947 -6.841
O 0.384 6.946 -5.172
F 2.187 0.260 1.885
H 0.854 -4.074 -6.261
C 0.708 5.977 -4.191
H -1.404 0.017 5.205
H -0.553 -0.932 -5.818
H -0.808 -3.711 -4.536
H -0.106 -2.571 2.899
H -1.019 -1.288 -4.163
H -3.692 -2.436 0.450
C -1.984 0.696 4.432
H 4.027 2.244 7.605
*
```

Computed properties:
strongest force on any atom	10.0	eV/A
frontier orbital gap	0.2886	Eh
HOMO	-10.3	eV
SMILES	CC(=O)OCCCCC1=C(C(F)(F)C(F)(F)C(F)(F)C(F)(F)F)C(=O)OC1=O.C[C@@H]1COC(=O)O1.C[C@@H]1COC(=O)O1.C[C@@H]1COC(=O)O1
E_LUMO	-0.090	Eh

Here is a 6-piece molecular cluster, C5H22N2O6 overall in a non-equilibrium geometry from the Open Molecules 2025 dataset. Energies are from the ωB97M-V functional and the def2-TZVPD basis.

```
! RIJCOSX wB97M-V def2-TZVPD def2/J DEFGRID3
* xyz 0 1
H 0.417 3.476 1.349
N 0.401 2.572 1.688
O 0.936 2.700 -2.495
C -1.879 -1.981 -0.518
O 0.407 -1.155 2.856
O -1.251 -2.289 -1.488
H 1.105 -0.944 2.221
H -0.179 -1.235 0.856
O 2.380 -0.876 1.174
H 2.732 -0.052 -2.906
C -1.575 1.628 0.312
H 0.946 -1.034 3.714
H -2.910 -0.121 1.795
H -1.492 2.511 -0.335
H -0.923 0.856 2.357
O 2.787 0.362 -1.965
H -2.822 -2.254 -0.275
N -2.373 -0.956 1.607
C -1.340 -0.940 0.460
H 2.085 -0.603 0.307
C -0.892 1.871 1.713
H -1.788 -1.048 2.466
H -1.525 2.417 2.383
H -1.832 0.053 -1.312
H 1.126 2.123 1.128
H -0.148 0.359 -0.865
C -1.200 0.298 -0.450
H -2.656 1.521 0.458
H 1.555 1.972 -2.683
H 3.107 -1.523 1.009
H 3.521 -0.280 -1.619
O 1.273 -1.524 -2.603
H 0.580 -0.968 -2.064
H 0.994 -2.558 -2.382
H 0.970 2.998 -1.604
*
```

Computed properties:
strongest force on any atom	4.6	eV/A
frontier orbital gap	0.3387	Eh
HOMO	-9.3	eV
relative energy (zero: lowest compared OMol25 entry of this formula, charge and spin)	5.108	eV
SMILES	NCCC[C@@H](N)C=O.O.O.O.O.O
E_LUMO	-0.001	Eh

Here is C32H22N12NiOSe as an isolated structure from the Open Molecules 2025 dataset. Energies are from the ωB97M-V functional and the def2-TZVPD basis.

```
! RIJCOSX wB97M-V def2-TZVPD def2/J DEFGRID3
* xyz 2 1
C -3.378 1.439 -2.041
C 0.676 -2.700 -4.988
H -6.234 3.060 -1.221
C 2.351 -0.886 2.042
C -3.651 3.447 -0.553
N -2.902 2.883 0.581
C 2.721 -1.106 -0.455
N 0.837 0.425 0.557
C 3.568 -1.387 4.135
H 1.289 3.044 5.899
H 2.750 0.294 -2.209
C 2.012 -2.498 -2.534
C -3.906 0.484 -2.898
N -2.195 -1.928 -4.909
N 0.760 -2.012 0.739
C -1.320 -1.626 -4.019
C -4.216 2.372 -1.442
H -5.670 -0.284 -3.838
C -3.047 -0.484 -3.577
C 0.045 -2.130 -3.887
C -1.665 3.139 0.964
H 3.705 -0.917 -0.020
C 2.670 1.471 6.439
H 2.804 1.844 7.444
C 1.339 0.848 -0.745
N 1.625 1.759 4.317
C 2.760 -2.444 -1.220
C 1.975 -3.160 -4.859
H 3.907 -0.269 6.704
C -5.579 2.338 -1.693
C 2.292 0.658 3.901
H 0.147 -2.768 -5.929
H -1.313 -1.949 0.615
C 1.823 2.162 5.571
C -2.549 1.714 2.272
C -6.107 1.385 -2.555
Ni 0.193 2.158 3.023
O -1.784 -0.711 -3.122
H -2.685 1.012 3.077
C 2.289 0.091 -1.253
C 0.704 -2.047 -2.666
H -4.445 4.069 -0.144
H -7.169 1.366 -2.752
H -2.309 1.454 -1.852
H -2.950 4.091 -1.087
N 3.621 -2.949 2.377
C 2.642 -3.049 -3.646
H 3.662 -3.404 -3.564
C 3.288 0.306 6.028
H 2.408 -3.223 -0.543
N 1.771 -1.106 0.731
H -1.007 3.837 0.472
C 3.168 -1.796 2.800
Se 4.601 -3.620 3.695
H 3.812 -2.659 -1.410
N -3.479 1.986 1.404
H 2.478 -3.599 -5.710
N -3.325 -1.180 -4.620
N -0.435 -0.057 0.590
C -5.276 0.461 -3.160
H 0.875 1.722 -1.177
H 0.171 -1.631 -1.824
N -1.392 2.413 2.049
C 3.088 -0.135 4.715
C -0.393 -1.383 0.630
N 4.333 -2.240 4.768
C 2.019 0.303 2.550
C 1.275 1.259 1.709
H 1.929 2.047 1.322
*
```

Computed properties:
strongest force on any atom	0.2	eV/A
frontier orbital gap (spin up / spin down)	0.1973 / 0.2021	Eh
HOMO (spin up / spin down)	-12.8 / -12.8	eV
relative energy (zero: lowest compared OMol25 entry of this formula, charge and spin)	6.838	eV
E_LUMO (spin up / spin down)	-0.274 / -0.269	Eh

Here is a single C4H2Cl2S molecule in a non-equilibrium geometry from the Open Molecules 2025 dataset. Energies are from the ωB97M-V functional and the def2-TZVPD basis.

```
! RIJCOSX wB97M-V def2-TZVPD def2/J DEFGRID3
* xyz 0 1
C -0.594 0.818 0.992
C 0.680 0.181 0.947
Cl 0.577 -1.562 -2.750
Cl -1.700 -0.092 -1.263
H -0.836 1.289 1.967
S 1.552 -0.770 -0.222
C -1.474 0.976 -0.065
H 1.543 0.739 1.491
C 0.252 -1.579 -1.096
*
```

Computed properties:
strongest force on any atom	2.2	eV/A
frontier orbital gap (spin up / spin down)	0.2556 / 0.2592	Eh
HOMO (spin up / spin down)	-8.1 / -8.4	eV
relative energy (zero: lowest compared OMol25 entry of this formula, charge and spin)	2.505	eV
E_LUMO (spin up / spin down)	-0.042 / -0.050	Eh

Here is a single C8H13N molecule in a non-equilibrium geometry from the Open Molecules 2025 dataset. Energies are from the ωB97M-V functional and the def2-TZVPD basis.

```
! RIJCOSX wB97M-V def2-TZVPD def2/J DEFGRID3
* xyz 0 1
H 1.024 -0.116 2.590
H -0.726 -1.444 -1.745
H 0.989 -0.861 -2.806
C 0.491 -1.903 1.698
C -0.944 0.479 0.694
H 2.002 0.421 -0.914
C 0.873 0.168 -0.821
H -1.001 0.607 1.979
H 1.178 -2.252 2.526
H 0.519 1.365 -2.894
H 2.202 -0.167 1.234
H -1.549 -0.580 0.320
C -1.160 1.823 -1.382
C -0.032 0.834 -1.947
H -0.527 -1.828 2.285
H -2.304 2.260 0.508
N 0.506 0.520 0.631
C 1.062 -0.499 1.586
C -1.439 1.805 -0.134
H 0.507 -2.385 0.680
C 0.017 -0.756 -1.981
H -1.689 2.508 -2.107
*
```

Computed properties:
strongest force on any atom	8.0	eV/A
frontier orbital gap	0.3457	Eh
HOMO	-8.4	eV
relative energy (zero: lowest compared OMol25 entry of this formula, charge and spin)	6.915	eV
SMILES	CCN1CC=C[C@@H]2C[C@@H]21
E_LUMO	0.035	Eh

Here is an isolated ion of composition C7H11BFO2 and charge -1 in a non-equilibrium geometry from the Open Molecules 2025 dataset. Energies are from the ωB97M-V functional and the def2-TZVPD basis.

```
! RIJCOSX wB97M-V def2-TZVPD def2/J DEFGRID3
* xyz -1 1
H -1.169 -4.494 2.378
H 0.765 2.523 -0.596
H -0.003 2.019 1.034
C -1.825 -2.703 0.825
H -2.589 1.188 -1.395
C -0.494 0.554 -0.606
O -2.725 -0.298 0.155
B -1.706 -1.356 -0.149
C -1.642 -3.679 1.707
H 2.752 1.109 -1.608
C 0.517 1.602 0.076
O -0.460 -0.639 0.260
C 2.672 0.365 -0.726
H 1.768 0.066 1.302
F 2.728 1.976 1.255
H 2.170 -0.597 -1.115
H 3.762 0.132 -0.408
H -2.267 1.763 0.405
H -0.248 0.150 -1.660
C 1.914 0.949 0.568
H -1.835 -1.546 -1.324
C -2.086 0.918 -0.377
*
```

Computed properties:
strongest force on any atom	7.6	eV/A
frontier orbital gap	0.3085	Eh
HOMO	-4.8	eV
E_LUMO	0.132	Eh

Here is a single C27H27N3O5 molecule in a non-equilibrium geometry from the Open Molecules 2025 dataset. Energies are from the ωB97M-V functional and the def2-TZVPD basis.

```
! RIJCOSX wB97M-V def2-TZVPD def2/J DEFGRID3
* xyz 0 1
C 1.568 1.333 1.080
C -2.806 2.613 0.252
C -1.784 0.699 1.222
O -1.792 -1.972 1.330
O -5.054 -0.273 -0.040
C -0.449 2.826 1.108
C 2.711 2.963 -1.233
C 3.352 -3.320 2.010
H -6.652 1.041 -0.201
H 1.884 4.061 0.434
H -0.627 3.869 0.848
H 2.691 -1.466 -1.558
C 0.600 -0.977 -1.523
H -0.968 0.207 1.732
C 5.094 2.136 -1.298
N -2.892 -1.450 1.248
H -0.137 2.781 2.155
C -0.828 -2.391 -2.826
H 4.341 3.726 -0.061
C -3.937 1.880 -0.048
H 1.435 -4.240 1.749
H -1.512 -0.696 -1.702
C 0.265 -3.160 -3.190
H 4.076 -0.109 1.243
H 5.306 2.764 -2.161
C 2.020 -3.341 1.632
N 1.597 0.131 0.443
H 0.134 -4.016 -3.834
C 0.709 2.267 0.242
H -4.757 2.368 -0.548
H -1.813 -2.646 -3.186
C -6.142 0.254 -0.763
C 1.704 -1.731 -1.904
H 2.896 3.723 -1.996
C -4.020 0.523 0.268
H 4.788 1.156 -1.657
H -2.772 3.655 -0.028
H 5.126 -2.131 2.180
C 3.507 -1.019 1.349
C 0.193 1.364 -0.871
C 4.001 2.759 -0.439
C -2.912 -0.055 0.918
O -3.935 -2.034 1.427
H 3.814 -4.208 2.416
H 3.814 2.124 0.426
C 4.090 -2.156 1.877
H -6.822 -0.584 -0.908
C 1.526 3.419 -0.373
H 2.452 2.043 -1.762
H 2.385 -3.415 -3.021
C 2.171 -1.049 0.966
H 0.835 3.990 -0.997
C 1.419 -2.208 1.115
C 1.528 -2.825 -2.731
H 0.373 -2.226 0.854
C -0.668 -1.303 -1.990
N 0.745 0.135 -0.676
C -1.709 2.040 0.887
O 2.099 1.581 2.138
O -0.539 1.667 -1.786
H 6.011 2.021 -0.725
H -5.826 0.641 -1.736
*
```

Computed properties:
strongest force on any atom	1.2	eV/A
frontier orbital gap	0.2940	Eh
HOMO	-8.3	eV
relative energy (zero: lowest compared OMol25 entry of this formula, charge and spin)	4.804	eV
SMILES	CCCCC1(Cc2ccc(OC)c([N+](=O)[O-])c2)C(=O)N(c2ccccc2)N(c2ccccc2)C1=O
E_LUMO	-0.011	Eh

Here is C49H51CsFIN4O4S as an isolated structure in a non-equilibrium geometry from the Open Molecules 2025 dataset. Energies are from the ωB97M-V functional and the def2-TZVPD basis.

```
! RIJCOSX wB97M-V def2-TZVPD def2/J DEFGRID3
* xyz -2 1
C 5.093 -2.323 -1.637
H 0.393 3.154 -1.079
H -2.891 0.755 -4.221
H 3.754 4.473 -1.041
C 1.786 2.917 1.284
H 0.643 6.619 1.360
H 0.238 4.933 -1.194
C -0.656 5.186 3.242
H -2.088 -3.718 2.402
H -3.106 4.054 -2.026
C -4.886 -3.422 5.096
O -2.289 1.666 -2.459
C 0.994 -3.833 -3.408
H 0.393 -5.524 -4.559
H -2.044 3.010 -4.012
Cs -1.527 -0.140 0.731
C -2.854 -3.627 3.163
C -2.283 0.555 -3.329
H 2.271 -3.189 1.692
H -1.267 0.291 -3.644
F -1.145 -1.848 -1.231
H 2.858 2.815 3.932
H 1.284 1.819 -3.759
C -4.921 -2.643 3.949
H 2.610 1.592 -2.602
C -3.830 -4.304 5.268
C -5.130 -1.179 1.951
C 5.590 -1.544 -2.669
C 2.088 -0.450 4.221
C -7.382 1.011 -0.046
S -6.101 -1.478 3.436
O -1.535 3.929 -0.801
N 1.448 -1.856 -2.024
C 2.800 -1.789 -2.242
H -0.589 2.666 -3.054
C -3.902 -2.726 2.976
H 3.983 2.888 -0.234
C 0.167 2.391 3.139
I 0.438 -1.748 4.052
H -7.653 -0.556 1.385
C 4.407 -0.103 4.679
C 4.690 -0.831 -3.442
C 0.367 4.687 2.251
C -0.128 4.033 -0.684
N 0.567 1.323 3.736
H -5.655 -3.336 5.853
O -0.296 5.022 4.613
C -2.826 -4.408 4.305
C 3.732 -2.453 -1.393
H 5.066 1.931 4.523
H 2.679 -5.312 0.293
C -5.105 1.338 -0.758
C 2.439 0.003 -4.071
H -0.903 2.574 3.303
H -3.786 -4.911 6.163
C -1.676 2.809 -2.993
C -4.563 0.432 0.178
C 0.918 5.569 1.356
C 2.986 1.754 4.089
H 3.443 -2.026 4.719
H -6.783 2.474 -1.499
C 0.804 3.340 2.254
C 3.346 -3.298 -0.183
H 5.064 -0.177 -4.224
C 2.870 -4.697 -0.592
H -1.970 -5.464 -3.791
H -2.005 -5.099 4.449
H -2.713 -0.278 -2.775
H 1.147 0.612 -2.450
N -4.055 -1.889 1.901
N 1.845 5.212 0.436
H 1.359 -2.573 0.303
H 4.270 -3.433 0.391
C -1.254 -4.734 -3.437
H -0.784 6.260 3.106
C 4.224 1.253 4.444
C 1.871 0.913 3.962
C -1.640 -3.734 -2.544
H 1.780 -1.512 -5.479
H -8.442 1.218 -0.147
C 2.248 3.969 0.387
H 5.378 -0.493 4.953
C 3.258 3.584 -0.656
C 2.345 -2.625 0.759
H 2.761 3.062 -1.479
H 1.955 -4.639 -1.176
C 3.325 -0.963 4.555
H 2.667 -1.608 0.993
H 6.657 -1.465 -2.841
C 3.318 -0.925 -3.246
H -1.627 4.713 3.043
C -0.720 -2.822 -2.105
C -5.559 -0.206 0.966
H -0.125 4.089 4.772
O 2.192 1.741 1.171
H -1.647 4.913 -2.615
H -2.660 -3.661 -2.183
H 2.020 -3.867 -3.756
C 0.073 -4.759 -3.858
C 0.648 -2.797 -2.484
H 3.105 0.508 -4.781
C -2.020 4.003 -2.116
H 0.892 0.016 -5.589
H 3.634 -5.191 -1.199
H 0.580 -1.100 -4.247
C -6.448 1.683 -0.833
H 5.792 -2.847 -0.992
C 1.828 1.079 -3.164
H -4.421 1.825 -1.446
C -6.936 0.046 0.830
H 0.094 4.114 0.379
C 1.352 -0.694 -4.895
*
```

Computed properties:
strongest force on any atom	1.8	eV/A
frontier orbital gap	0.1999	Eh
HOMO	-1.8	eV
relative energy (zero: lowest compared OMol25 entry of this formula, charge and spin)	1.472	eV
E_LUMO	0.133	Eh